#w
Density functional theory data (ωB97M-V/def2-TZVPD) for a 2-piece molecular cluster, C6H16NO overall.

Properties
**Kohn-Sham gap**: 9.5 eV
**LUMO**: -3.3 eV
**HOMO energy**: -12.8 eV
**Total charge**: +1

Geometry as XYZ:
```
24
Properties=species:S:1:pos:R:3:lowdin_charge:R:1
C 2.544 -0.815 -0.313 -0.040
C 1.139 -0.271 -0.383 -0.317
C 0.698 0.396 0.931 -0.151
C -0.441 -0.311 1.609 -0.112
C -1.634 -0.640 1.113 -0.162
C -2.637 -1.487 1.843 -0.086
N 1.076 0.777 -1.509 0.209
H 3.246 -0.135 0.155 0.092
H 2.534 -1.708 0.294 0.100
H 2.954 -1.090 -1.298 0.096
H 0.385 -1.003 -0.660 0.143
H 0.509 1.464 0.776 0.125
H 1.547 0.433 1.612 0.116
H -0.247 -0.643 2.624 0.112
H -1.955 -0.263 0.145 0.101
H -2.788 -2.460 1.365 0.084
H -3.575 -0.949 1.891 0.075
H -2.289 -1.684 2.864 0.083
H 1.909 1.358 -1.580 0.171
H 0.258 1.383 -1.361 0.106
H 0.919 0.273 -2.385 0.169
H -0.958 2.652 -3.211 0.070
H -2.053 2.196 -2.256 0.066
O -1.144 2.526 -2.264 -0.051
```


#x
Density functional theory data (ωB97M-V/def2-TZVPD) for a 2-piece molecular cluster, C6H16NO overall.

Properties
**Kohn-Sham gap**: 10.0 eV
**LUMO**: -3.2 eV
**HOMO energy**: -13.2 eV
**Total charge**: +1

Geometry as XYZ:
```
24
Properties=species:S:1:pos:R:3:lowdin_charge:R:1
C -0.454 -1.579 -1.610 -0.052
C -0.667 -0.761 -0.372 -0.324
C 0.177 -1.189 0.839 -0.141
C 1.356 -0.250 1.300 -0.189
C 1.456 1.381 3.225 0.034
C 0.801 0.820 2.231 -0.208
N -0.488 0.726 -0.676 0.194
H -0.767 -2.599 -1.422 0.101
H -1.084 -1.327 -2.467 0.072
H 0.593 -1.447 -1.955 0.111
H -1.751 -0.796 -0.155 0.157
H -0.526 -1.166 1.688 0.121
H 0.629 -2.194 0.784 0.128
H 1.898 0.127 0.406 0.122
H 1.986 -0.940 1.841 0.111
H 2.397 0.950 3.564 0.076
H 1.276 2.391 3.593 0.074
H -0.077 1.299 1.799 0.084
H -1.321 1.287 -0.520 0.161
H -0.208 0.853 -1.654 0.130
H 0.242 1.266 -0.196 0.136
H -2.506 1.415 -3.409 0.079
H -1.218 0.779 -3.813 0.071
O -1.745 0.954 -3.021 -0.050
```


The relative energies come out as #w 0.0; #x 19.4, with values in kcal/mol.


#w
Density functional theory data (ωB97M-V/def2-TZVPD) for C26H27CaClN4O8S3 as an isolated structure.

Properties
**Kohn-Sham gap**: 8.5 eV
**LUMO**: 0.4 eV
**HOMO energy**: -8.1 eV

Geometry as XYZ:
```
70
Properties=species:S:1:pos:R:3:lowdin_charge:R:1
Ca 0.832 -0.757 0.283 1.303
N 8.248 -2.917 2.721 0.102
C 6.983 -2.407 2.547 -0.324
C 6.554 -1.292 3.275 -0.021
C 5.258 -0.826 3.153 -0.055
C 4.377 -1.472 2.303 -0.265
C 4.786 -2.578 1.580 -0.069
C 6.077 -3.047 1.697 -0.027
S 2.714 -0.896 2.016 0.603
O 1.999 -2.059 1.489 -0.445
O 2.132 -0.314 3.187 -0.253
N 2.754 0.080 0.744 -0.222
C 3.068 1.353 0.979 -0.474
N 2.655 2.268 0.083 0.132
C 2.895 3.530 0.375 -0.136
C 3.569 3.930 1.523 -0.060
C 4.024 2.904 2.337 -0.125
N 3.803 1.633 2.071 0.116
H 8.945 -2.318 3.127 0.092
H 8.585 -3.552 2.018 0.091
H 7.256 -0.809 3.940 0.110
H 4.914 0.044 3.686 0.104
H 4.068 -3.058 0.937 0.087
H 6.397 -3.920 1.148 0.107
H 2.531 4.254 -0.346 0.107
H 3.736 4.967 1.760 0.091
H 4.595 3.101 3.238 0.110
O -0.659 0.638 0.791 -0.396
Cl -1.581 -0.391 0.484 0.586
O -2.875 -0.042 0.912 -0.253
O -1.155 -1.591 1.116 -0.386
O -1.590 -0.614 -0.924 -0.344
O 0.525 -2.396 -0.916 -0.708
S -0.577 -3.349 -1.144 1.090
C -0.739 -3.405 -3.021 -0.254
C 0.325 -2.544 -3.682 -0.220
C -0.160 -1.100 -3.812 -0.237
C 0.929 -0.142 -4.250 -0.259
S 1.883 0.533 -2.751 1.057
O 1.073 0.139 -1.592 -0.672
C 3.252 -0.671 -2.885 -0.351
C 4.167 -0.547 -3.922 -0.092
C 5.197 -1.465 -4.044 -0.077
C 5.310 -2.503 -3.132 -0.073
C 4.413 -2.602 -2.080 -0.054
C 3.390 -1.676 -1.945 -0.076
C 0.310 -4.943 -1.029 -0.333
C -0.227 -6.123 -1.519 -0.093
C 0.498 -7.299 -1.422 -0.076
C 1.741 -7.302 -0.810 -0.079
C 2.258 -6.127 -0.290 -0.064
C 1.543 -4.945 -0.397 -0.060
H -1.736 -3.018 -3.226 0.092
H -0.678 -4.444 -3.335 0.074
H 0.574 -2.957 -4.665 0.127
H 1.227 -2.563 -3.065 0.093
H -0.536 -0.776 -2.836 0.075
H -0.993 -1.067 -4.518 0.125
H 0.497 0.738 -4.723 0.082
H 1.638 -0.602 -4.933 0.084
H 4.072 0.264 -4.628 0.111
H 5.911 -1.371 -4.849 0.105
H 6.101 -3.232 -3.241 0.104
H 4.507 -3.402 -1.362 0.097
H 2.697 -1.718 -1.114 0.064
H -1.210 -6.126 -1.970 0.111
H 0.089 -8.214 -1.823 0.106
H 2.300 -8.223 -0.731 0.104
H 3.220 -6.132 0.199 0.105
H 1.909 -4.016 0.016 0.085
```


#x
Density functional theory data (ωB97M-V/def2-TZVPD) for C26H27CaClN4O8S3 as an isolated structure.

Properties
**Kohn-Sham gap**: 8.4 eV
**LUMO**: 0.3 eV
**HOMO energy**: -8.1 eV

Geometry as XYZ:
```
70
Properties=species:S:1:pos:R:3:lowdin_charge:R:1
Ca 1.321 -1.609 -0.850 1.349
N -2.355 -0.326 6.512 0.098
C -1.685 -0.743 5.370 -0.320
C -1.497 -2.104 5.123 -0.025
C -0.793 -2.527 4.013 -0.058
C -0.261 -1.591 3.132 -0.291
C -0.430 -0.232 3.375 -0.059
C -1.139 0.190 4.485 -0.033
S 0.579 -2.152 1.713 0.579
O 1.495 -1.055 1.306 -0.453
O 1.223 -3.398 2.030 -0.275
N -0.432 -2.221 0.475 -0.226
C -1.303 -3.319 0.363 -0.438
N -1.845 -3.424 -0.859 0.125
C -2.672 -4.442 -1.051 -0.132
C -2.986 -5.354 -0.058 -0.066
C -2.413 -5.112 1.175 -0.123
N -1.585 -4.098 1.405 0.130
H -2.964 -0.998 6.945 0.088
H -2.718 0.611 6.512 0.087
H -1.901 -2.838 5.811 0.112
H -0.651 -3.580 3.819 0.105
H 0.005 0.496 2.701 0.097
H -1.263 1.250 4.677 0.108
H -3.102 -4.532 -2.044 0.107
H -3.647 -6.190 -0.232 0.095
H -2.631 -5.755 2.023 0.109
O 2.068 -3.384 -1.966 -0.447
Cl 3.234 -2.545 -2.398 0.698
O 4.258 -3.343 -2.973 -0.264
O 3.682 -1.851 -1.164 -0.415
O 2.714 -1.526 -3.303 -0.355
O 1.881 0.464 -1.275 -0.679
S 3.064 1.285 -1.764 1.075
C 2.385 2.248 -3.164 -0.280
C 0.867 2.087 -3.313 -0.212
C 0.493 0.908 -4.213 -0.223
C -0.996 0.552 -4.238 -0.291
S -1.475 -0.597 -2.903 1.046
O -0.156 -1.138 -2.417 -0.656
C -2.036 0.609 -1.720 -0.380
C -3.253 1.219 -1.998 -0.096
C -3.744 2.186 -1.135 -0.075
C -3.021 2.528 0.001 -0.074
C -1.821 1.891 0.280 -0.056
C -1.322 0.916 -0.575 -0.063
C 3.201 2.569 -0.544 -0.374
C 4.001 3.682 -0.776 -0.090
C 4.118 4.645 0.214 -0.075
C 3.453 4.481 1.425 -0.078
C 2.684 3.350 1.651 -0.063
C 2.553 2.376 0.666 -0.053
H 2.913 1.883 -4.046 0.095
H 2.672 3.283 -2.990 0.078
H 0.463 3.015 -3.727 0.122
H 0.426 1.967 -2.325 0.093
H 1.046 0.024 -3.900 0.075
H 0.801 1.121 -5.240 0.123
H -1.255 0.030 -5.160 0.087
H -1.647 1.421 -4.140 0.088
H -3.821 0.942 -2.881 0.114
H -4.691 2.665 -1.346 0.106
H -3.400 3.285 0.675 0.105
H -1.267 2.149 1.175 0.102
H -0.399 0.412 -0.334 0.074
H 4.539 3.802 -1.709 0.113
H 4.731 5.520 0.042 0.107
H 3.549 5.233 2.198 0.105
H 2.186 3.213 2.603 0.108
H 1.975 1.478 0.837 0.092
```


The relative energies come out as #w 48.9; #x 0.0, with values in kcal/mol.